This record from the OMol25 dataset describes an isolated ion of composition C6H6N and charge +1 in a non-equilibrium geometry. The level of theory is wB97M-V/def2-TZVPD.

Cartesian coordinates (Å):
C  -2.092  0.294  0.051
C  -1.714  1.512  0.174
C  0.471  0.440  0.208
C  2.007  0.489  -0.179
C  -1.548  -1.002  -0.191
C  -0.386  1.444  -0.215
N  -0.205  -0.723  0.204
H  1.981  -0.417  -0.695
H  2.521  0.333  0.822
H  -1.903  -1.844  0.440
H  -1.467  -1.309  -1.276
H  2.352  1.647  -0.566
H  -0.018  -0.866  1.222

Properties
**Orbital gap (alpha / beta)**: 7.355 / 7.356 eV
**Total charge**: +1
**LUMO energy (alpha / beta)**: -6.8 / -6.8 eV
**HOMO energy (alpha / beta)**: -14.18 / -14.18 eV

These are the Löwdin partial charges, in e, on atoms 1 to 8:
1. C 0.13
2. C 0.12
3. C -0.27
4. C 0.03
5. C -0.13
6. C 0.20
7. N 0.02
8. H 0.06

***

This record from the OMol25 dataset describes a 2-piece molecular cluster, C6H6N overall in a non-equilibrium geometry. The level of theory is wB97M-V/def2-TZVPD.

Cartesian coordinates (Å):
C  0.588  2.493  1.839
C  0.256  3.730  1.783
C  0.776  -1.313  -0.763
C  0.028  -1.301  0.502
C  0.881  1.463  1.115
C  -0.373  -0.475  -0.632
N  -1.325  0.238  -1.149
H  1.806  -0.947  -0.863
H  0.834  -2.163  -1.376
H  -0.528  -2.233  0.733
H  0.293  -0.674  1.416
H  -2.090  0.507  -0.492
H  -1.145  0.674  -2.112

Properties
**Orbital gap**: 9.779 eV
**Total charge**: +1
**LUMO energy**: -5.7 eV
**HOMO energy**: -15.43 eV

These are the Löwdin partial charges, in e, on atoms 1 to 8:
1. C -0.28
2. C 0.25
3. C -0.05
4. C -0.07
5. C 0.22
6. C -0.24
7. N 0.26
8. H 0.15

***

This record from the OMol25 dataset describes an isolated ion of composition C6H6N and charge +1 in a non-equilibrium geometry. The level of theory is wB97M-V/def2-TZVPD.

Cartesian coordinates (Å):
C  -0.541  0.499  -0.207
C  0.123  -0.432  0.599
C  -0.591  -0.054  -1.532
C  0.302  1.700  2.152
C  0.440  -1.564  -0.145
C  0.029  0.813  1.222
N  -0.027  -1.305  -1.378
H  -1.748  0.084  -1.643
H  0.010  0.717  -2.152
H  0.776  1.397  3.102
H  0.255  2.754  2.245
H  0.846  -2.627  -0.073
H  0.126  -1.981  -2.189

Properties
**Orbital gap (alpha / beta)**: 7.800 / 8.269 eV
**Total charge**: +1
**2S+1**: 3
**LUMO energy (alpha / beta)**: -3.7 / -7.5 eV
**HOMO energy (alpha / beta)**: -11.50 / -15.78 eV

These are the Löwdin partial charges, in e, on atoms 1 to 8:
1. C 0.05
2. C -0.06
3. C -0.17
4. C 0.20
5. C -0.01
6. C -0.01
7. N 0.04
8. H 0.19

***

This record from the OMol25 dataset describes one molecule with the formula C6H6N2 in a non-equilibrium geometry. The level of theory is wB97M-V/def2-TZVPD.

Cartesian coordinates (Å):
C  -1.362  -1.479  -0.700
C  -1.639  -0.623  0.255
C  -0.378  0.043  0.691
N  0.041  1.444  0.989
C  1.298  1.448  0.462
N  1.667  0.525  -0.380
C  0.503  -0.280  -0.470
C  0.005  -1.262  -1.264
H  -2.104  -2.169  -1.086
H  -2.488  -0.625  0.970
H  0.008  -0.702  1.548
H  -0.256  1.996  1.743
H  1.720  2.426  0.699
H  0.599  -1.792  -1.980

Properties
**Orbital gap**: 8.394 eV
**LUMO energy**: 0.5 eV
**Structure (SMILES)**: C1=C[C@@H]2NC=NC2=C1
**HOMO energy**: -7.92 eV

These are the Löwdin partial charges, in e, on atoms 1 to 8:
1. C -0.10
2. C -0.10
3. C -0.25
4. N 0.08
5. C -0.22
6. N 0.11
7. C -0.29
8. C 0.00

***

This record from the OMol25 dataset describes one molecule with the formula C6H6N2 in a non-equilibrium geometry. The level of theory is wB97M-V/def2-TZVPD.

Cartesian coordinates (Å):
C  -1.254  1.161  -1.195
C  -1.721  0.277  -0.276
C  -0.565  -0.255  0.295
N  -0.130  -1.201  1.235
C  1.275  -1.190  1.201
C  1.695  -0.276  0.306
C  0.553  0.273  -0.295
N  0.123  1.171  -1.227
H  -1.760  1.910  -1.788
H  -2.777  0.091  -0.067
H  -0.741  -1.749  1.762
H  1.883  -1.821  1.828
H  2.737  -0.115  0.062
H  0.682  1.724  -1.844

Properties
**Orbital gap**: 8.530 eV
**LUMO energy**: 1.2 eV
**Structure (SMILES)**: c1cc2[nH]ccc2[nH]1
**HOMO energy**: -7.36 eV

These are the Löwdin partial charges, in e, on atoms 1 to 8:
1. C -0.14
2. C -0.04
3. C -0.24
4. N 0.08
5. C -0.12
6. C -0.05
7. C -0.25
8. N 0.07

***

This record from the OMol25 dataset describes an isolated ion of composition C6H6N2 and charge +2 in a non-equilibrium geometry. The level of theory is wB97M-V/def2-TZVPD.

Cartesian coordinates (Å):
N  -0.646  1.071  -0.051
C  -0.024  -0.366  -0.202
C  1.492  -0.130  -0.098
C  1.993  1.127  -0.161
C  3.317  1.287  -0.085
N  4.127  0.292  0.096
C  3.725  -0.883  0.176
C  2.415  -1.269  0.082
H  -0.099  1.788  0.303
H  -1.378  1.075  0.697
H  -1.058  1.332  -0.891
H  -0.205  -0.932  0.713
H  -0.268  -0.689  -1.218
H  2.199  -2.335  0.119

Properties
**Orbital gap (alpha / beta)**: 7.780 / 7.782 eV
**Total charge**: +2
**LUMO energy (alpha / beta)**: -12.1 / -12.1 eV
**Structure (SMILES)**: [NH3+]CC1=C=C=[N+]=C=C1
**HOMO energy (alpha / beta)**: -19.89 / -19.88 eV

These are the Löwdin partial charges, in e, on atoms 1 to 8:
1. N 0.24
2. C 0.03
3. C -0.16
4. C 0.13
5. C 0.22
6. N 0.28
7. C 0.21
8. C 0.11